[1]
2 unconnected molecules or ions with the total composition C4H14NOS, computed with the ωB97M-V functional and the def2-TZVPD basis.

Each line ends with the natural charge from an NBO analysis.
Positions of all 21 atoms, in Å:
S (2.1356, 0.7331, 0.4102)  0.1711
H (1.8491, -1.5335, 0.9927)  0.2352
C (1.5066, 0.3210, -1.3258)  -0.5119
H (-1.9299, -0.5011, -1.2234)  0.2122
H (-1.6775, 1.2031, 0.4662)  0.3998
C (-0.9586, -0.3695, -0.6590)  -0.3777
H (0.4833, -1.7176, -1.5241)  0.2210
H (-3.1544, -0.4151, 1.2872)  0.4159
O (-2.2999, 0.0101, 1.6947)  -1.1441
H (0.0937, -0.3962, -2.6062)  0.2139
H (0.7879, -0.3465, 2.0576)  0.2278
H (2.5107, -0.3999, 2.3375)  0.2433
C (1.7576, -0.5584, 1.5675)  -0.7715
H (-2.4541, 0.3629, 2.5910)  0.4768
H (-1.0194, 1.7409, -1.0207)  0.3402
C (0.3253, -0.6360, -1.5019)  -0.4482
H (0.2270, 1.2299, 0.0230)  0.4060
N (-0.8239, 1.0848, -0.2291)  -0.9846
H (1.1637, 1.2686, -1.7672)  0.2173
H (-0.8208, -1.0008, 0.2534)  0.2304
H (2.2981, -0.0797, -1.8237)  0.2271

Forces on the atoms, in the same order (eV/Å):
0.5 1.3 -1.4
-0.3 0.9 1.4
-2.1 0.0 2.3
1.0 0.0 0.8
2.0 0.1 -0.3
1.9 0.3 -0.4
0.7 0.2 0.4
1.5 1.1 1.3
-1.3 -0.8 -0.5
0.0 -0.5 1.3
0.2 -0.7 -0.5
0.2 -0.6 -0.1
-0.6 -0.8 -0.6
-0.6 -0.3 -0.4
-0.1 -0.5 0.1
-1.7 0.3 -2.4
-2.0 0.2 1.0
-1.5 -0.2 -0.1
0.6 -0.1 0.3
-0.9 0.8 -0.7
2.3 -0.8 -1.6

Output
F_max   3.1 eV/Å
Net charge   0
HOMO level (spin up / spin down)   -2.95 / -9.39 eV
Energy above the lowest of the compared OMol25 structures with the same formula, charge and spin   182.1 kJ/mol
Kohn-Sham gap (spin up / spin down)   3.50 / 9.85 eV
2S+1   2



[2]
4 unconnected molecules or ions with the total composition C16H42N2O8, computed with the ωB97M-V functional and the def2-TZVPD basis.

Each line ends with the natural charge from an NBO analysis.
Positions of all 68 atoms, in Å:
N (-1.3009, 2.3095, 6.4056)  -0.6208
H (-2.6016, 5.0502, 7.5889)  0.1686
H (-0.9684, -2.0808, -4.5451)  0.1659
H (1.4326, 1.4896, -3.9018)  0.1664
C (2.0869, -3.3318, -0.3383)  -0.2565
C (2.7221, -0.5640, -5.1053)  -0.2482
H (-0.4307, -0.0835, -0.4610)  0.1657
C (-0.5508, 0.6947, 4.7007)  -0.0602
H (1.6798, -0.1986, -5.0691)  0.1621
H (0.0473, 1.5809, 4.4430)  0.1688
C (-1.9816, -2.4680, -4.7105)  -0.0932
H (4.6625, 0.3187, -5.1793)  0.1938
H (-1.9306, -3.5263, -4.9987)  0.1611
H (2.8558, -0.8417, -3.0801)  0.3984
H (-0.6552, -1.4700, 2.3266)  0.1928
H (3.5062, 1.1238, -6.2102)  0.1599
C (3.6178, 0.6412, -5.2249)  -0.0660
H (0.1078, -0.0931, -3.4684)  0.1851
C (0.2676, 0.2558, -2.4464)  -0.1074
C (2.2525, 2.1916, -4.0555)  -0.2492
C (-3.3115, 4.1997, 9.7570)  -0.2492
H (-1.6914, -0.1155, -1.7032)  0.1977
H (2.9332, -3.2991, -4.7271)  0.1975
H (2.3048, 2.8906, -3.2217)  0.1905
O (-0.6666, -1.8090, -1.6577)  -0.7564
C (-2.6004, -1.6233, -5.7832)  -0.0850
H (-3.0693, 3.3124, 6.1058)  0.1907
H (0.2395, 0.0337, 2.0296)  0.1736
C (-1.6837, 1.1483, 5.5925)  -0.2391
H (-2.5145, 1.4575, 4.9487)  0.1995
H (2.8329, -1.2096, -5.9767)  0.1974
C (-2.4282, 3.0208, 6.9393)  -0.2451
H (-0.7056, 1.9845, 7.1604)  0.3528
H (1.7141, -0.8107, -1.5926)  0.4748
H (-0.9503, 4.4427, 7.5593)  0.2002
H (0.1230, 0.0146, 5.2461)  0.1501
C (2.5147, -2.6801, -3.9344)  -0.2339
H (2.4591, -4.3588, -0.2785)  0.1828
O (1.7837, -2.9674, -1.6670)  -0.5921
O (-2.0781, 3.8865, 9.1936)  -0.5457
H (-3.6807, -1.7827, -5.8256)  0.1762
H (2.7820, -2.6262, 0.1226)  0.1781
H (0.7187, -1.0398, 3.4126)  0.1740
H (-3.0357, 2.3345, 7.5525)  0.1695
O (1.6540, -0.0073, -2.1263)  -0.7475
H (-2.0871, 0.3045, 6.1758)  0.1686
H (-2.2150, -2.6903, -2.8140)  0.4921
C (-0.1001, -0.6642, 2.8030)  -0.2528
H (-3.6456, 3.4048, 10.4273)  0.1836
H (1.4102, -2.6127, -4.0372)  0.1634
O (-1.0769, 0.0735, 3.5693)  -0.5435
H (1.1459, -3.3283, 0.2182)  0.2019
C (-1.9747, 4.1753, 7.8021)  -0.0720
N (3.0723, -1.3391, -3.9363)  -0.6585
H (-2.1658, -1.8934, -6.7470)  0.1778
O (3.4965, 1.5485, -4.1516)  -0.5325
H (-4.1049, 4.3326, 9.0113)  0.1649
C (-0.6598, -0.4077, -1.4812)  -0.0997
H (-3.2550, 5.1300, 10.3390)  0.1710
H (3.7692, -3.2198, -2.2497)  0.1857
H (0.1824, 1.3404, -2.3811)  0.1938
H (0.2490, -2.0819, -1.8247)  0.4879
H (2.0488, 2.8099, -4.9450)  0.1588
H (2.6520, -4.4752, -2.8164)  0.1771
H (-2.9160, 0.1680, -5.0079)  0.4727
C (2.7536, -3.3972, -2.6263)  -0.0664
O (-2.7649, -2.3340, -3.5252)  -0.7412
O (-2.2766, -0.2382, -5.5986)  -0.7309

Forces on the atoms, in the same order (eV/Å):
0.7 -0.9 -0.7
0.2 0.1 0.0
0.0 -0.2 0.0
0.2 0.3 -0.2
-0.5 -0.3 0.4
-0.3 0.1 0.5
0.1 -0.2 0.1
0.6 0.4 0.4
0.0 -0.3 -0.2
-0.1 0.0 -0.1
-0.2 0.0 0.5
-0.1 -0.1 0.0
0.0 0.1 -0.2
0.0 0.0 -0.6
0.2 -0.1 0.0
-0.3 0.2 0.2
0.9 0.0 -0.3
-0.4 0.1 0.0
0.9 0.1 0.3
-0.1 0.5 -0.4
-0.8 0.3 0.4
0.1 0.3 0.1
0.0 0.2 -0.2
0.0 -0.2 0.2
0.4 -0.2 0.3
0.2 0.4 -0.3
0.1 0.3 0.0
0.5 -0.3 0.0
-0.5 0.4 0.0
0.2 0.1 -0.1
0.0 0.1 -0.2
-0.4 -0.8 0.3
0.0 0.2 0.1
-0.1 0.0 0.0
0.2 -0.1 0.2
-0.1 0.0 0.0
-0.6 0.8 0.7
0.2 0.1 -0.1
0.4 0.1 -0.2
0.9 -0.2 -0.5
0.0 0.0 0.0
0.2 -0.1 0.0
0.0 0.0 0.1
-0.2 0.3 0.1
-0.7 0.4 0.9
0.1 0.1 0.1
-0.1 0.4 0.2
-1.3 1.1 -0.1
0.2 0.0 0.0
0.1 -0.5 -0.3
0.3 -1.1 -0.3
0.1 0.2 0.0
-0.9 0.6 0.3
1.0 -0.9 -0.3
-0.1 0.0 0.0
0.0 0.0 0.0
0.1 -0.1 0.0
-1.1 0.1 -0.5
0.0 -0.1 -0.1
-0.1 0.1 0.0
-0.3 -0.1 -0.1
-0.1 -0.5 0.1
0.0 -0.2 -0.1
-0.1 0.1 0.3
0.0 -0.2 0.1
0.2 -0.3 -0.2
0.3 -0.2 -0.2
-0.2 -0.2 -0.1

Output
F_max   1.7 eV/Å
Net charge   0
HOMO level   -8.34 eV
Energy above the lowest of the compared OMol25 structures with the same formula, charge and spin   0.0 kJ/mol
Kohn-Sham gap   8.97 eV
2S+1   1
SMILES   COCCNCCOC.COCCNCCOC.OCCO.OCCO



[3]
A single C5H10 molecule, computed with the ωB97M-V functional and the def2-TZVPD basis.

Each line ends with the natural charge from an NBO analysis.
Positions of all 15 atoms, in Å:
H (2.0069, 0.2302, 1.1420)  0.1973
C (1.8103, 0.2502, 0.1104)  -0.6115
H (-2.5024, -0.3412, 0.6900)  0.2201
H (-2.0520, -0.8853, -1.1855)  0.2358
H (-0.4501, 1.0592, -1.0067)  0.2186
C (-1.0307, 0.8636, -0.0707)  -0.4165
H (2.5063, -0.2100, -0.4607)  0.2008
C (-0.6158, -0.3161, 0.6700)  -0.2662
C (-1.8530, -0.3075, -0.2007)  -0.4332
H (0.4719, -0.4905, -1.2726)  0.1899
C (0.6102, -0.6724, -0.0983)  -0.3841
H (1.1880, -1.7626, -0.3026)  0.1999
H (1.8501, 1.3332, -0.3406)  0.1914
H (-0.7885, -0.5827, 1.8283)  0.2396
H (-1.1512, 1.8318, 0.4978)  0.2182

Forces on the atoms, in the same order (eV/Å):
1.0 0.4 1.3
-1.8 2.3 -0.3
-1.5 -0.3 -1.6
0.5 1.0 2.1
-0.4 0.1 1.3
0.5 4.8 -0.3
3.0 -1.4 -1.2
1.5 -2.8 0.1
-2.3 -1.7 1.2
-0.7 -0.7 2.4
3.4 -2.2 -4.2
-2.1 2.0 1.7
-1.0 -1.7 1.2
0.8 1.1 -2.9
-0.9 -1.1 -0.8

Output
F_max   5.8 eV/Å
Net charge   0
HOMO level   -9.62 eV
Energy above the lowest of the compared OMol25 structures with the same formula, charge and spin   389.9 kJ/mol
Kohn-Sham gap   10.91 eV
2S+1   1
SMILES   CCC1CC1



Which value of energy above the lowest of the compared OMol25 structures with the same formula, charge and spin does entry 3 give?
389.9 kJ/mol



Number 2 is which compound?
C16H42N2O8